i | One molecule with the formula C4H8O2S2, computed with the ωB97M-V functional and the def2-TZVPD basis.

The geometry in XYZ format:
```
16
C4H8O2S2 (the ωB97M-V functional and the def2-TZVPD basis)
C 0.63165 -1.31784 -0.55844
C -0.74177 -1.21079 0.23482
C -0.56097 1.21164 0.25903
C 0.80834 1.40930 -0.37855
H 1.19729 -2.42510 -0.68318
H 0.23137 -1.53813 -1.64723
H -1.37895 -2.27274 0.25770
H -0.59649 -0.85835 1.28916
H -0.93589 2.26922 0.16028
H -0.58319 1.02494 1.35332
H 0.82464 1.86244 -1.48154
H 1.34564 2.22458 0.26641
O 2.35838 -0.23624 1.22125
O -2.85258 -0.10125 0.57972
S 1.86350 -0.00152 -0.32994
S -1.67440 0.11772 -0.37405
```

LUMO energy (eV): 0.2
HOMO (eV): -9.45
Total charge: 0

In elementary charge units, the Mulliken charges are: -0.53 -0.61 -0.67 -0.45 0.36 0.35 0.34 0.33 0.36 0.40 0.34 0.34 -0.61 -0.62 0.27 0.39

ii | One molecule with the formula C4H8O2S2, computed with the ωB97M-V functional and the def2-TZVPD basis.

The geometry in XYZ format:
```
16
C4H8O2S2 (the ωB97M-V functional and the def2-TZVPD basis)
C -0.51676 -1.55280 0.27438
C -1.83053 -0.77531 0.00298
C 1.15218 0.63126 0.22444
C 1.81454 1.75145 -0.49162
O -2.36142 -1.12128 -1.23453
O 1.27116 0.65380 1.54455
S 0.88377 -0.84771 -0.64618
S -1.62688 0.99753 0.24981
H -0.28707 -1.58551 1.33932
H -0.62453 -2.57609 -0.08855
H -2.54767 -1.11947 0.75638
H 2.42524 1.38006 -1.31096
H 2.43877 2.30913 0.20628
H 1.06034 2.42694 -0.89786
H -2.00554 -0.53756 -1.91661
H 0.75439 -0.03443 1.98817
```

LUMO energy (alpha / beta) (eV): -0.7 / -0.7
HOMO (alpha / beta) (eV): -7.83 / -7.83
Total charge: 0

In elementary charge units, the Mulliken charges are: -0.65 -0.13 0.59 -1.07 -0.53 -0.42 -0.03 -0.28 0.24 0.36 0.32 0.34 0.32 0.22 0.38 0.35

Which structure is the least stable? The one labeled i.

i | An isolated ion of composition C4H6NO and charge -1, computed with the ωB97M-V functional and the def2-TZVPD basis.

The geometry in XYZ format:
```
12
C4H6NO (the ωB97M-V functional and the def2-TZVPD basis)
C -0.54752 0.32563 -1.89425
C -0.03577 -0.03895 -0.71504
C 0.81198 -1.10700 -0.09887
C 0.30647 0.41899 0.65778
N -0.55321 0.68713 1.66791
O -0.06177 0.82663 2.96281
H -1.17326 1.10684 -2.13639
H -0.69564 -0.42563 -2.79301
H 0.16005 -1.87371 0.35484
H 1.88877 -1.07870 -0.44777
H 1.24830 1.09149 0.79520
H -1.34840 0.06728 1.64681
```

LUMO energy (eV): 4.1
HOMO (eV): -1.45
Total charge: -1
Structure (SMILES): C=C1C[C@@H]1N[O-]

In elementary charge units, the Mulliken charges are: -0.75 0.04 -0.68 -0.14 -0.23 -0.81 0.34 0.18 0.31 0.25 0.29 0.20

ii | An isolated ion of composition C4H6NO and charge -1, computed with the ωB97M-V functional and the def2-TZVPD basis.

The geometry in XYZ format:
```
12
C4H6NO (the ωB97M-V functional and the def2-TZVPD basis)
C -0.09750 0.60923 0.07837
C 1.62077 1.15394 -0.07185
C 0.67461 -0.75186 0.04786
C -1.75931 0.41071 -0.18148
N 1.92941 -0.05824 -0.05660
O 3.13261 -0.49381 -0.09207
H -0.17124 0.93422 1.08232
H 0.36565 -1.47822 0.80751
H 0.59231 -1.15090 -0.96608
H -2.34646 1.21572 0.04225
H -1.97342 -0.40196 0.45725
H -1.96743 0.01119 -1.14748
```

LUMO energy (eV): 4.0
HOMO (eV): -2.71
Total charge: -1

In elementary charge units, the Mulliken charges are: -0.23 -0.49 -0.49 -1.22 0.60 -0.88 0.14 0.30 0.23 0.37 0.32 0.33

Which structure is the least stable? The one labeled ii.

i | A 2-piece molecular cluster, C3H5N2O overall, computed with the ωB97M-V functional and the def2-TZVPD basis.

The geometry in XYZ format:
```
11
C3H5N2O (the ωB97M-V functional and the def2-TZVPD basis)
C -0.97920 -0.24409 -2.13549
C 0.78957 0.77482 -0.65660
C 0.58560 -0.02696 1.67591
N -1.34495 -0.76555 -1.16316
N 0.61047 0.35716 0.40395
O -1.53096 -1.22248 -0.11790
H -0.93507 0.45604 -2.90115
H 1.30066 1.21792 -1.45620
H 1.17774 0.56359 2.27612
H -0.27373 -0.01591 2.30001
H 0.59987 -1.09454 1.77452
```

LUMO energy (eV): -5.0
HOMO (eV): -14.89
Total charge: +1

In elementary charge units, the Mulliken charges are: -0.21 0.06 -0.73 0.44 -0.06 -0.56 0.44 0.50 0.41 0.36 0.36

ii | An isolated ion of composition C3H5N2O and charge +1, computed with the ωB97M-V functional and the def2-TZVPD basis.

The geometry in XYZ format:
```
11
C3H5N2O (the ωB97M-V functional and the def2-TZVPD basis)
C -0.29427 0.13387 0.68430
C 0.30194 0.35045 -1.07846
C -0.51898 -0.53944 1.90303
N 0.03843 1.27465 0.07658
N 0.88013 0.57424 -2.23421
O -0.19923 -0.75862 -0.51310
H 0.16788 -1.35575 1.93320
H -1.46866 -1.16854 1.95412
H -0.64738 0.23402 2.64116
H 0.97819 1.50612 -2.56841
H 0.76196 -0.25100 -2.79820
```

LUMO energy (eV): -5.6
HOMO (eV): -16.28
Total charge: +1

In elementary charge units, the Mulliken charges are: 0.68 0.68 -0.98 -0.48 -0.26 -0.31 0.33 0.37 0.33 0.31 0.32

iii | An isolated ion of composition C3H5N2O and charge +1, computed with the ωB97M-V functional and the def2-TZVPD basis.

The geometry in XYZ format:
```
11
C3H5N2O (the ωB97M-V functional and the def2-TZVPD basis)
C 1.51960 1.03248 -0.04820
N 0.46659 0.12844 -0.04263
C -0.01521 -0.96849 0.08305
C -1.66956 -1.06857 0.02250
N -2.13586 0.05910 -0.10195
O -1.87049 1.17766 -0.19060
H 2.35806 0.59545 -0.49724
H 1.18938 2.07971 -0.20197
H 1.88943 0.94860 0.94561
H 0.38274 -2.02994 -0.02049
H -2.11467 -1.95444 0.05194
```

LUMO energy (alpha / beta) (eV): -7.2 / -7.2
HOMO (alpha / beta) (eV): -15.39 / -15.38
Total charge: +1
Structure (SMILES): C/N=C/C=[N+]=O

In elementary charge units, the Mulliken charges are: -0.79 -0.17 0.20 -0.32 0.50 -0.31 0.37 0.28 0.41 0.36 0.48

iv | An isolated ion of composition C3H5N2O and charge +1, computed with the ωB97M-V functional and the def2-TZVPD basis.

The geometry in XYZ format:
```
11
C3H5N2O (the ωB97M-V functional and the def2-TZVPD basis)
C -0.59986 -1.42475 0.02408
N -0.04380 -0.04978 -0.05776
N 1.19055 0.08770 0.09965
C 1.46368 1.39077 0.11811
C 0.31762 1.99541 -0.20540
O -0.71434 1.15869 -0.21878
H 0.35003 -1.91878 0.48450
H -1.34784 -1.51696 0.84664
H -1.07095 -1.94648 -0.86410
H 2.47766 1.77413 0.29600
H -0.04426 2.99951 -0.26595
```

LUMO energy (eV): -5.6
HOMO (eV): -16.47
Total charge: +1
Structure (SMILES): C[n+]1ncco1

In elementary charge units, the Mulliken charges are: -0.64 0.79 -0.45 -0.21 -0.05 -0.20 0.34 0.32 0.30 0.39 0.41

Which structure is the least stable? The one labeled i.

i | A 2-piece molecular cluster, CH9N2O overall, computed with the ωB97M-V functional and the def2-TZVPD basis.

The geometry in XYZ format:
```
13
CH9N2O (the ωB97M-V functional and the def2-TZVPD basis)
O 1.08743 -1.11939 -1.87893
H 0.55056 -1.29766 -2.66356
H 0.62465 -0.66735 1.56610
H 1.99023 -1.31496 -2.19341
N 0.08097 -0.68614 0.69947
C -0.21812 0.77062 0.26552
N -1.14870 1.35965 1.09988
H 0.61191 -1.16078 -0.04302
H -0.79950 -1.14587 0.93205
H 0.75709 1.25405 0.19029
H -0.59682 0.68012 -0.74735
H -0.88636 1.70108 2.00463
H -2.05334 1.62663 0.76833
```

LUMO energy (eV): -3.3
HOMO (eV): -14.42
Total charge: +1

In elementary charge units, the Mulliken charges are: -0.65 0.32 0.37 0.32 -0.33 -0.39 -0.41 0.31 0.35 0.36 0.35 0.19 0.21

ii | A 2-piece molecular cluster, CH9N2O overall, computed with the ωB97M-V functional and the def2-TZVPD basis.

The geometry in XYZ format:
```
13
CH9N2O (the ωB97M-V functional and the def2-TZVPD basis)
N 0.57955 0.77934 -2.31376
H 1.45312 1.30355 -2.31430
H 0.89002 -0.07435 -2.79199
H 0.08321 -0.20644 -0.50237
H 0.09585 1.18830 -3.11503
N -0.18918 -0.82332 0.27988
C -0.13875 -0.19238 1.64555
O -1.33827 0.47439 1.84719
H 0.21281 -1.75671 0.29487
H -1.20122 -0.90627 0.14217
H 0.08745 -1.04315 2.30907
H 0.72359 0.45997 1.77176
H -1.25816 0.79708 2.74695
```

LUMO energy (eV): -3.4
HOMO (eV): -15.44
Total charge: +1

In elementary charge units, the Mulliken charges are: -0.88 0.26 0.26 0.33 0.28 -0.25 -0.30 -0.48 0.38 0.38 0.34 0.35 0.33

Which structure is the least stable? The one labeled ii.